(1)
Computed, not measured: a cluster of 2 separate species, C11H18O in total in a non-equilibrium geometry, with ωB97M-V/def2-TZVPD.

Results
**Gap between HOMO and LUMO (alpha / beta)**: 2.6 / 7.4 eV
**E_HOMO (alpha / beta)**: 1.0 / -3.9 eV
**ΔE to the lowest compared entry with this formula, charge and spin**: 232.0 kJ/mol
**Expectation value of S²**: 0.758
**Total charge**: -1
**Calculated total energy**: -505.0388 hartree
**Multiplicity**: 2

The geometry in XYZ format:
```
30
Properties=species:S:1:pos:R:3:forces:R:3:nbo_charge:R:1
O 2.49857 -3.13087 0.11474 0.765 2.697 -3.606 -0.77
C -1.00523 -2.24021 -0.40632 -3.456 4.101 -1.720 -0.39
C -0.82350 -0.79387 -0.88366 -1.584 -2.334 1.623 -0.01
C 0.07209 -2.98751 -0.05791 3.386 -0.731 0.496 -0.47
C 0.41583 -0.26205 -0.90849 -0.381 1.732 -0.830 -0.32
C 1.15258 2.44642 2.19098 1.749 -2.434 -1.495 -0.40
C -2.02289 0.10366 -1.23938 0.520 -0.690 -0.169 -0.44
C 1.38203 -2.31178 -0.17842 -1.727 -3.587 1.432 0.28
C 0.43710 1.08617 2.27067 -0.973 0.951 3.768 -0.61
C 1.08885 2.88876 0.74271 2.614 -0.563 -2.119 -0.62
C -2.46251 -0.28769 -2.70109 1.889 -1.043 -0.749 -0.61
C 1.53391 -1.00637 -0.47677 3.327 0.533 0.101 -0.42
H 2.20523 2.31731 2.66792 -1.513 0.400 -1.272 0.18
H 1.57166 3.86562 0.45042 -0.416 -0.848 0.569 0.19
H 0.11422 2.86673 0.31942 -1.341 0.365 0.237 0.21
H 0.53978 0.76295 -1.33538 -0.067 -0.817 0.500 0.18
H -0.67775 1.11403 2.37835 0.648 0.677 -0.319 0.19
H -2.31734 -1.42679 -2.99094 0.052 2.216 1.194 0.22
H -0.12417 -4.05749 0.23513 0.993 1.189 -0.521 0.19
H 2.57889 -0.55052 -0.27646 -1.860 -0.690 -0.606 0.20
H -1.76652 1.15074 -0.93699 0.433 -0.291 -1.636 0.20
H -1.91767 0.27021 -3.49369 0.359 -0.305 0.695 0.20
H 1.53482 2.08230 0.03229 -0.101 1.293 1.415 0.22
H -2.03872 -2.67960 -0.40213 1.002 0.633 0.024 0.18
H 2.34178 -3.52919 0.90725 -0.926 -1.873 3.471 0.43
H 0.71986 0.71109 3.31876 -0.098 -0.536 -1.807 0.19
H -2.82072 0.07744 -0.49962 -0.510 -1.310 -0.098 0.20
H -3.43553 -0.09633 -3.01921 -2.236 0.499 0.212 0.19
H 0.64607 3.11175 2.76403 -1.414 2.210 1.986 0.18
H 0.57926 0.50507 1.41381 0.868 -1.444 -0.773 0.25
```
Positions in Å, forces in eV/Å.

(2)
Computed, not measured: a cluster of 2 separate species, C11H18O in total in a non-equilibrium geometry, with ωB97M-V/def2-TZVPD.

Results
**Gap between HOMO and LUMO**: 9.1 eV
**SMILES**: CCc1ccc(O)cc1.CCC
**E_HOMO**: -8.3 eV
**ΔE to the lowest compared entry with this formula, charge and spin**: 155.2 kJ/mol
**Calculated total energy**: -505.1215 hartree

The geometry in XYZ format:
```
30
Properties=species:S:1:pos:R:3:forces:R:3:nbo_charge:R:1
O 1.20463 -3.13313 -1.96248 0.525 -0.190 0.593 -0.68
C 1.73132 -0.05209 -0.25324 0.497 -2.816 2.479 -0.20
C 1.74526 0.88149 -1.22721 -0.553 0.348 -2.251 -0.06
C 1.63429 2.36299 -0.98529 0.772 0.013 0.570 -0.41
C 1.54991 -1.81976 -1.77061 0.450 -1.563 -0.362 0.31
C -3.20593 0.32864 3.01374 1.190 -1.252 -0.990 -0.60
C 1.82266 0.40048 -2.58896 0.394 0.213 1.879 -0.17
C -3.56946 -1.40796 1.07950 0.293 0.835 -0.189 -0.62
C 1.79091 -1.44712 -0.46944 0.087 1.634 -1.474 -0.26
C 1.75459 -0.95777 -2.85110 -0.877 0.687 0.379 -0.30
C -3.07105 -1.14144 2.51760 -1.409 0.493 -0.354 -0.39
C 2.86426 2.91396 -0.26276 1.371 -0.544 -0.159 -0.61
H -2.72634 0.99483 2.29079 -0.123 0.240 0.285 0.20
H 1.58357 2.83229 -1.95997 -0.461 0.330 -0.059 0.21
H -4.27015 0.50576 3.07114 -0.149 0.486 0.140 0.20
H 3.76615 2.41664 -0.64335 -0.118 0.011 -0.232 0.20
H -3.87417 -2.45083 1.08919 -0.608 0.120 -0.564 0.21
H 1.65781 -0.02040 0.84171 0.250 1.769 -0.309 0.22
H -3.85549 -1.61432 3.11423 0.492 -0.604 0.269 0.19
H -2.88375 -1.27817 0.24623 0.965 -0.228 0.322 0.20
H 2.00411 1.15096 -3.33895 -0.170 -0.065 -0.440 0.21
H 0.83499 -3.28295 -2.82325 -0.105 0.065 -0.726 0.48
H 3.09308 3.97215 -0.38717 -0.571 0.137 0.074 0.21
H 0.77513 2.58313 -0.35125 -0.324 0.090 -0.438 0.21
H -2.12449 -1.65757 2.66523 0.126 0.327 0.287 0.20
H 1.72662 -1.36359 -3.85539 0.062 0.106 -0.031 0.22
H 2.15343 -2.11121 0.29515 -0.844 -0.371 0.244 0.23
H -2.71873 0.39682 3.98431 -0.182 0.352 0.074 0.21
H -4.30145 -0.65548 0.73155 -0.578 -0.766 0.712 0.20
H 2.90826 2.65368 0.79008 -0.401 0.145 0.271 0.21
```
Positions in Å, forces in eV/Å.

(3)
Computed, not measured: a cluster of 2 separate species, C11H18OSi in total in a non-equilibrium geometry, with ωB97M-V/def2-TZVPD.

Results
**Gap between HOMO and LUMO**: 9.8 eV
**SMILES**: C[Si](C)(C)[C@@]12C[C@H]1C2=O.C#CCC
**E_HOMO**: -9.1 eV
**ΔE to the lowest compared entry with this formula, charge and spin**: 620.1 kJ/mol
**Calculated total energy**: -794.4895 hartree

The geometry in XYZ format:
```
31
Properties=species:S:1:pos:R:3:forces:R:3:nbo_charge:R:1
Si 0.05480 -0.98295 1.74854 -1.512 0.264 -0.388 1.58
O -1.71891 -0.32415 -1.54203 -1.148 -0.305 -0.114 -0.57
C -0.43174 1.19906 -3.86812 -0.196 -0.572 -1.691 -0.60
C -1.64663 0.26103 -0.49645 0.849 -0.194 -0.976 0.55
C 1.56607 1.22122 -2.36440 1.161 -0.427 4.253 0.03
C -0.03607 -2.70883 0.86323 0.705 0.354 0.112 -1.10
C 2.04066 1.22477 -1.22228 -0.347 -0.001 -2.536 -0.30
C 1.82264 -0.45332 2.24206 1.267 -0.272 -0.843 -1.12
C -0.75134 0.35648 0.59264 1.305 -0.429 1.680 -0.44
C -2.18917 1.06706 0.56679 2.678 0.588 -1.952 -0.26
C -0.91370 1.83065 0.82327 -0.848 -0.467 -0.471 -0.37
C -0.99100 -1.16174 3.38063 -1.029 -0.564 -1.282 -1.10
C 1.01729 0.87592 -3.65057 2.021 -0.895 -1.930 -0.49
H -2.06954 -0.72327 3.40191 2.235 -0.257 0.151 0.25
H -0.67056 2.17019 1.78547 -0.145 0.215 1.573 0.21
H -0.77188 -3.47044 1.16242 -0.056 0.712 0.284 0.25
H -0.90422 0.76363 -4.81672 0.940 0.459 1.346 0.21
H 2.17673 -1.41119 2.74815 0.163 1.363 -0.466 0.24
H 1.19046 -0.25727 -3.73276 -0.112 1.584 -0.191 0.24
H -0.92297 0.83405 -3.01287 -1.066 -0.364 0.631 0.24
H 1.99447 0.43172 2.88411 -0.840 -0.677 0.320 0.25
H 0.93066 -3.15358 1.10220 0.217 -0.237 0.032 0.23
H -1.15563 -2.24764 3.51372 0.067 0.320 -0.167 0.24
H 2.68296 1.14495 -0.34528 -0.774 0.347 -0.667 0.24
H -0.65093 2.58870 0.11727 0.425 -0.036 -0.816 0.21
H -0.29365 -0.91206 4.16248 -0.353 0.693 0.750 0.23
H 2.55865 -0.12526 1.41087 -1.311 -1.343 0.843 0.25
H -3.05710 0.96995 1.06109 -2.721 -0.343 2.050 0.22
H -0.05760 -2.69145 -0.22811 -0.057 0.407 0.017 0.26
H 1.71923 1.43117 -4.37732 -1.122 -1.118 0.524 0.23
H -0.52198 2.25258 -3.90996 -0.394 1.194 -0.076 0.20
```
Positions in Å, forces in eV/Å.

(4)
Computed, not measured: a structure of composition C11H19AgNO7 in a non-equilibrium geometry, with ωB97M-V/def2-TZVPD.

Results
**Gap between HOMO and LUMO**: 2.5 eV
**E_HOMO**: 3.7 eV
**ΔE to the lowest compared entry with this formula, charge and spin**: 0.0 kJ/mol
**Total charge**: -3
**Calculated total energy**: -1158.6810 hartree

The geometry in XYZ format:
```
39
Properties=species:S:1:pos:R:3:forces:R:3:nbo_charge:R:1
Ag -1.09730 -1.76248 0.63074 -1.183 -1.159 1.663 0.86
O -3.75355 -1.56901 0.06224 -0.081 1.637 -1.101 -0.96
O -4.53753 -1.85671 2.10685 -2.037 1.360 -0.001 -0.87
O -0.83519 -3.92940 1.54149 0.487 0.777 -1.487 -0.97
O 0.35796 -4.72959 3.24281 0.535 -0.380 0.028 -0.94
O 2.32278 -0.60218 -0.92354 -0.335 0.293 0.327 -0.62
O -0.54702 -2.69190 3.37462 0.646 0.963 -0.074 -0.88
O -2.82670 -0.51519 1.84351 0.297 1.977 -1.139 -0.97
N 1.07000 -0.00659 -0.54591 -0.491 0.303 -0.314 -0.20
C 0.22798 0.21956 -1.73690 -1.810 0.104 1.748 0.11
C 2.24839 2.06126 0.25672 1.200 0.620 0.574 -0.63
C 1.22358 0.98230 0.52657 -0.510 -0.600 1.134 0.09
C -0.18641 1.55322 0.87007 -0.472 0.280 -0.769 -0.42
C 1.61667 0.16731 1.80465 -0.117 -0.137 -0.210 -0.62
C -3.83391 -1.16098 1.30175 2.337 -4.476 1.425 0.90
C -0.08341 -1.18633 -2.26742 1.375 0.974 -1.711 -0.60
C -1.16342 0.72911 -1.22497 0.531 1.947 -0.403 -0.43
C 0.74303 1.25017 -2.74793 0.506 -0.972 -0.944 -0.64
C -0.29832 -3.75341 2.72923 -0.578 -0.682 0.732 0.92
C -1.02856 2.01042 -0.36218 0.633 -1.063 1.033 -0.40
H -0.59716 2.87556 -0.87478 0.402 -0.159 -0.287 0.15
H 0.70110 2.28384 -2.41141 0.286 -0.150 0.285 0.21
H -0.90099 -1.10886 -2.98514 -0.283 -0.288 0.274 0.20
H -0.77520 0.76447 1.34829 -0.131 -0.123 -0.030 0.29
H 0.91194 -0.65485 1.95740 -0.182 -0.016 -0.050 0.28
H 1.73546 0.93676 -3.08421 0.364 0.403 0.330 0.20
H 1.55663 0.74611 2.72836 0.063 0.323 -0.146 0.20
H 0.79684 -1.47829 -2.85038 0.032 -0.440 -0.034 0.18
H 0.18693 1.23526 -3.69025 -0.486 -0.207 0.146 0.19
H 2.23180 -1.43789 -0.45006 0.249 -0.170 -0.107 0.48
H 2.28118 2.79297 1.07046 -0.762 0.288 -0.053 0.20
H -1.71156 1.05446 -2.11404 -0.193 -0.507 -0.228 0.18
H -0.22889 -1.91231 -1.47104 -0.348 0.056 0.050 0.23
H 2.60032 -0.30542 1.76561 0.188 0.249 -0.237 0.19
H -1.75016 -0.02781 -0.69818 -0.141 -0.002 0.081 0.28
H -0.11855 2.33921 1.62553 0.387 0.116 -0.040 0.19
H 3.27865 1.71448 0.38369 -0.008 -0.635 -0.630 0.20
H 2.17851 2.58001 -0.69939 -0.201 -0.031 0.000 0.19
H -1.99593 2.39272 -0.03287 -0.171 -0.474 0.165 0.22
```
Positions in Å, forces in eV/Å.

(5)
Computed, not measured: a structure of composition C11H19As2CoN5O4S in a non-equilibrium geometry, with ωB97M-V/def2-TZVPD.

Results
**Gap between HOMO and LUMO (alpha / beta)**: 7.8 / 7.8 eV
**E_HOMO (alpha / beta)**: -12.5 / -12.5 eV
**ΔE to the lowest compared entry with this formula, charge and spin**: 18.8 kJ/mol
**Total charge**: +1
**Calculated total energy**: -7257.4715 hartree

The geometry in XYZ format:
```
43
Properties=species:S:1:pos:R:3:forces:R:3:nbo_charge:R:1
As 2.01186 0.77162 -0.34306 -0.216 -0.155 -1.081 1.15
As 0.14909 0.14313 2.09365 -0.561 -0.203 -0.221 1.45
Co -0.17045 -0.09803 -0.42145 1.161 -0.506 1.973 0.78
S -1.26491 -2.02526 0.48239 -0.271 -0.390 -0.545 2.56
O -1.68285 -3.36548 0.65675 0.191 0.017 -0.357 -0.88
O -1.68828 -1.29107 -0.77021 -0.167 0.362 -0.639 -0.99
O -1.66893 -1.11843 1.56991 -0.858 0.331 0.048 -1.01
O 0.26594 -1.83460 0.29914 0.165 0.161 0.170 -0.95
N -2.76347 2.66484 -1.76182 -0.008 0.053 -0.052 -0.23
N -1.89747 3.35584 -1.05591 -0.038 -0.001 -0.050 0.20
N -0.89556 2.69139 -0.58811 0.033 -0.056 -0.064 -0.05
N -2.10216 4.68122 -0.73888 0.033 0.035 0.015 -0.58
N -1.08968 1.45819 -1.02771 -0.274 0.163 -0.027 -0.35
C -0.93752 1.61520 2.69123 0.046 0.131 -0.060 -0.98
C 0.01787 -1.27204 3.41222 0.219 -0.126 0.303 -0.94
C 2.32401 2.56591 -0.98412 -0.107 0.021 -0.197 -0.94
C 2.00341 0.63124 2.43479 -0.238 0.056 0.300 -0.40
C 3.86646 0.98589 3.90818 0.101 0.026 -0.232 -0.19
C 4.18503 1.09869 1.52372 -0.064 -0.033 0.055 -0.19
C -2.23680 1.45398 -1.72641 0.082 -0.016 0.075 0.17
C 3.16042 -0.32433 -1.44421 -0.069 -0.058 -0.043 -0.94
C 2.82688 0.81966 1.35812 0.550 0.125 -0.026 -0.38
C 2.52266 0.70641 3.72949 -0.013 0.042 -0.013 -0.14
C 4.70276 1.17656 2.80235 -0.162 -0.027 0.201 -0.17
H -1.24858 5.19923 -0.91678 -0.010 0.004 -0.018 0.39
H -0.75033 2.48315 2.05783 -0.009 -0.079 0.077 0.25
H 4.26940 1.05072 4.90978 0.022 0.000 -0.008 0.24
H 4.83539 1.24622 0.67011 -0.012 -0.007 -0.014 0.22
H 0.81213 -1.99217 3.22776 0.043 0.010 -0.012 0.26
H 3.23856 -1.31129 -0.99277 -0.018 -0.002 0.006 0.26
H -2.85775 5.01516 -1.32766 -0.018 -0.010 0.017 0.41
H -2.66997 0.57714 -2.17554 -0.004 -0.013 0.022 0.27
H -0.68679 1.85430 3.72438 0.025 -0.040 -0.005 0.25
H 2.71698 -0.42095 -2.43453 0.032 0.013 0.011 0.25
H 4.14650 0.12690 -1.53090 0.020 0.019 0.019 0.24
H 1.76180 3.26725 -0.37446 -0.003 0.010 0.028 0.25
H 1.89336 0.55345 4.59600 -0.009 0.000 0.002 0.22
H -1.97800 1.31308 2.61802 -0.049 -0.033 -0.003 0.27
H -0.95268 -1.74596 3.32031 0.280 0.074 0.271 0.29
H 0.13734 -0.84408 4.40569 0.151 0.111 0.028 0.23
H 1.99828 2.64217 -2.02094 0.016 0.035 0.007 0.25
H 3.38720 2.79066 -0.91887 0.010 -0.043 0.005 0.25
H 5.75446 1.38399 2.94459 0.000 -0.002 0.035 0.24
```
Positions in Å, forces in eV/Å.

(6)
Computed, not measured: a structure of composition C11H19AsClGeMoO10SSe in a non-equilibrium geometry, with ωB97M-V/def2-TZVPD.

Results
**Gap between HOMO and LUMO (alpha / beta)**: 7.9 / 8.5 eV
**E_HOMO (alpha / beta)**: -13.3 / -13.5 eV
**ΔE to the lowest compared entry with this formula, charge and spin**: 98.8 kJ/mol
**Expectation value of S²**: 2.014
**Total charge**: +1
**Calculated total energy**: -8823.1728 hartree
**Multiplicity**: 3

The geometry in XYZ format:
```
46
Properties=species:S:1:pos:R:3:forces:R:3:nbo_charge:R:1
Mo -0.32455 0.61417 -1.62561 -0.042 0.847 0.257 1.58
Se 1.09911 -1.37028 -2.49527 -0.029 -0.048 0.057 0.58
As 0.95753 2.81001 0.38550 -0.133 -0.258 -0.226 2.41
Ge 0.64469 -2.90944 0.41225 -0.043 0.010 0.019 1.60
Cl -1.23129 0.86714 -4.29412 0.189 0.029 1.016 2.54
S -2.33159 1.36014 0.05778 0.369 -0.280 -0.019 2.37
O -1.99325 1.89007 -4.83874 -0.291 0.355 -0.188 -0.68
O -1.59373 0.00579 -0.22681 -0.091 -0.003 -0.319 -0.87
O 2.35994 3.23835 1.03124 0.135 -0.006 0.063 -1.06
O -3.73078 1.20341 0.09639 -0.070 0.129 0.025 -0.83
O 1.02066 1.22441 -0.47644 -0.336 -0.019 -0.480 -0.94
O -0.03786 1.46891 -3.52107 -0.053 -0.186 0.114 -0.80
O -0.75546 -0.08330 -5.19723 0.207 -0.331 -0.339 -0.71
O -1.91092 0.21733 -3.13408 0.033 -0.251 -0.183 -0.80
O 0.46900 3.80309 -0.95708 0.084 0.058 0.194 -0.99
O -1.69495 2.19282 -0.99805 0.018 -0.035 -0.062 -0.92
C -0.03561 3.00819 2.93581 0.000 -0.001 0.074 -0.16
C -2.52643 1.81719 2.67598 -0.010 0.016 0.170 -0.17
C -0.87087 2.87792 4.04603 0.144 0.045 -0.081 -0.16
C 1.92085 -2.14197 -0.92208 0.135 0.008 -0.001 -1.02
C 1.52612 -4.51297 1.07647 -0.062 0.039 0.070 -1.08
C -0.99793 -3.37964 -0.53265 0.013 -0.048 -0.048 -1.09
C -2.10723 2.28420 3.92054 -0.141 -0.098 -0.160 -0.17
C 2.60323 -0.31984 -3.15736 0.030 -0.089 -0.007 -0.77
C -0.44005 2.55914 1.68572 0.220 0.071 0.209 -0.45
C -1.69703 1.95190 1.57790 -0.225 -0.036 -0.056 -0.28
C 0.41913 -1.59944 1.84586 0.099 -0.061 0.016 -1.08
H 0.21507 -0.59369 1.48398 0.000 -0.012 -0.053 0.22
H 1.59457 -5.27349 0.30053 -0.006 -0.001 -0.050 0.24
H 1.13669 4.50207 -1.04417 -0.053 0.040 -0.094 0.52
H -3.50032 1.36337 2.55722 -0.017 -0.006 -0.016 0.26
H -1.75527 -3.70918 0.17784 0.003 -0.006 0.033 0.25
H -1.43929 -2.57588 -1.12418 0.052 0.045 0.046 0.22
H 3.38558 -1.02928 -3.41691 -0.009 0.036 -0.009 0.25
H 2.27038 0.21809 -4.04065 0.008 -0.005 0.006 0.26
H 2.94277 0.36146 -2.38064 -0.025 -0.011 -0.009 0.24
H -0.39374 -1.90019 2.50640 -0.029 -0.018 -0.009 0.24
H 1.33834 -1.57267 2.43293 -0.014 0.028 0.014 0.24
H 2.53084 -4.28842 1.43192 0.025 0.029 0.005 0.24
H 2.55970 -1.37577 -0.48243 -0.044 -0.005 0.044 0.25
H -2.75895 2.18204 4.77682 -0.010 -0.001 -0.003 0.24
H 0.94448 3.45658 3.04590 -0.012 0.000 -0.035 0.27
H -0.78252 -4.21478 -1.20110 -0.045 0.007 -0.018 0.24
H 2.54837 -2.94565 -1.31024 0.014 0.034 0.018 0.26
H -0.53883 3.24804 5.00588 0.020 0.004 0.006 0.24
H 0.96141 -4.92992 1.91004 -0.010 -0.013 0.007 0.25
```
Positions in Å, forces in eV/Å.

- Among the records above, which one has the lowest ΔE to the lowest compared entry with this formula, charge and spin?
  C11H19AgNO7

- Which value of ΔE to the lowest compared entry with this formula, charge and spin does entry 6 give?
  98.8 kJ/mol